{
  "formula": "C2H8S3",
  "method": "ωB97M-V/def2-TZVPD",
  "charge": 0,
  "homo_energy_ev": -9.044,
  "energy_ha": -1275.53386,
  "spin_multiplicity": 1,
  "species": ["C", "S", "S", "H", "H", "H", "H", "C", "S", "H", "H", "H", "H"],
  "positions_angstrom": [[1.3145, 3.0579, 1.8377], [2.8077, 1.9902, 1.7113], [2.1625, 0.3741, 0.7147], [0.4693, 2.3796, 1.7362], [1.3150, 3.5243, 2.8178], [1.2834, 3.7099, 0.9573], [1.9002, -0.4702, 1.7329], [-1.9780, -2.0835, -1.6029], [-1.5909, -2.6002, -3.2720], [-2.7452, -2.7187, -1.1538], [-2.3960, -1.0875, -1.5374], [-1.1220, -2.1768, -0.9291], [-1.4204, -3.8992, -3.0126]]
}